{
  "formula": "C10H10AlBr2",
  "method": "ωB97M-V/def2-TZVPD",
  "species": ["C", "C", "C", "H", "C", "C", "H", "H", "H", "H", "Al", "Br", "C", "C", "C", "H", "C", "C", "H", "H", "H", "H", "Br"],
  "positions_angstrom": [[1.724, 0.413, -0.013], [2.862, 1.388, 0.447], [3.385, 0.875, 1.638], [3.362, 2.205, -0.180], [2.670, -0.371, 1.941], [1.673, -0.690, 0.990], [1.279, -1.715, 0.835], [1.869, 0.229, -1.101], [4.104, 1.422, 2.306], [2.849, -0.889, 2.891], [-0.909, 0.343, -0.003], [-0.184, 2.257, -1.676], [-2.995, -0.149, -0.060], [-2.327, -1.419, -0.022], [-1.612, -1.566, -1.234], [-2.694, -2.242, 0.575], [-1.837, -0.431, -2.037], [-2.763, 0.420, -1.370], [-3.442, 1.148, -1.806], [-3.854, 0.175, 0.515], [-1.329, -2.520, -1.664], [-1.632, -0.357, -3.100], [-0.197, 1.474, 2.132]],
  "homo_ev": -3.143,
  "gap_ev": 5.97,
  "charge": -1,
  "largest_force_ev_per_a": 4.332,
  "energy_ev": -157214.74065
}